A structure of composition C20H31BEuNO2 at a distorted geometry, computed with the ωB97M-V functional and the def2-TZVPD basis.

Results
<S²> = 12.03
lowest unoccupied orbital energy (alpha / beta) = -0.47 / -2.88 eV
molecular weight = 480.249 g/mol
spin multiplicity = 7
HOMO level (alpha / beta) = -0.2787 / -0.2391 hartree
DFT total energy = -46826.3187 eV
gap between HOMO and LUMO (alpha / beta) = 7.11 / 3.63 eV

Each line ends with the Mulliken spin population.
Atoms and positions in Å:
1 O -0.5667 0.4105 -0.3967  0.012
2 C 0.5919 0.1799 -1.2775  0.003
3 C 0.3022 1.4158 -2.0893  0.000
4 H 0.4277 -0.7486 -1.8161  -0.005
5 H 1.5416 0.1590 -0.7245  0.005
6 C -1.0211 1.4801 -1.2868  0.003
7 H 0.2273 1.3396 -3.1705  0.001
8 H 0.9527 2.2406 -1.8084  0.000
9 C -2.2609 0.9534 -1.9792  0.000
10 H -1.9876 0.0677 -2.5676  0.000
11 H -2.6819 1.7127 -2.6380  0.000
12 H -3.0170 0.7010 -1.2208  0.000
13 C -1.2575 2.7774 -0.5514  -0.002
14 H -0.3218 3.3044 -0.3580  0.000
15 H -1.7912 2.6253 0.3924  0.001
16 H -1.8479 3.4514 -1.1744  0.000
17 Eu 0.5495 -1.0150 1.8889  4.976
18 C 1.0266 1.7259 3.3844  0.085
19 C 2.2656 1.0341 3.4286  -0.041
20 C 2.7418 0.9047 2.0880  0.171
21 H 2.7904 0.7474 4.3411  0.001
22 C 1.8065 1.5610 1.2285  -0.034
23 C 0.7215 2.0150 2.0279  0.076
24 H -0.1636 2.5432 1.6818  0.011
25 H 0.4230 2.0276 4.2389  -0.002
26 H 3.6745 0.4314 1.7608  0.000
27 H 1.9632 1.7807 0.1701  0.003
28 C -1.7284 -0.8746 3.6927  -0.049
29 C -1.9640 0.4327 3.2001  0.241
30 C -2.5338 0.3303 1.9079  0.083
31 H -1.8072 1.3527 3.7566  0.006
32 C -2.5920 -1.0439 1.5543  0.128
33 C -2.0912 -1.7923 2.6619  0.296
34 H -2.0264 -2.8760 2.7313  0.006
35 H -1.4271 -1.1248 4.7165  0.020
36 H -2.9334 1.1749 1.3460  0.007
37 H -2.9968 -1.4743 0.6367  0.006
38 O 0.6127 -1.2875 -3.5418  0.000
39 C 0.1524 -0.7031 -4.7864  0.000
40 C 0.6939 -1.5469 -5.9598  0.000
41 H 0.5317 0.3361 -4.8930  0.000
42 H -0.9566 -0.6709 -4.7790  0.000
43 C 1.6213 -2.5887 -5.3317  0.000
44 H 1.2358 -0.9169 -6.6620  0.000
45 H -0.1200 -2.0117 -6.5155  0.000
46 C 1.4309 -2.4409 -3.8256  0.000
47 H 2.6550 -2.3794 -5.5928  0.000
48 H 1.3471 -3.5754 -5.6747  0.000
49 H 2.3861 -2.3195 -3.3056  0.000
50 H 0.8969 -3.2882 -3.3946  0.000
51 B 0.6173 -0.8167 6.1803  0.001
52 C 0.9802 -1.6114 4.8759  -0.008
53 N 1.3208 -2.2007 3.9057  0.001
54 H -0.2956 -0.0230 5.9349  -0.001
55 H 1.6327 -0.2361 6.5538  0.000
56 H 0.2687 -1.6500 7.0353  0.000